Entry 1:
ORCA calculation (ωB97M-V/def2-TZVPD) on C21H18N2O4S in the gas phase.

```
46
Properties=species:S:1:pos:R:3:lowdin_charge:R:1
S 5.379 5.114 2.075 0.85
O 0.864 -2.422 -0.664 0.07
O -7.984 -4.525 -0.894 0.10
O 1.324 2.212 0.635 0.04
O -8.298 -2.403 -0.263 0.11
N 3.588 1.909 0.460 0.04
N 0.743 -0.249 -0.034 0.15
C -1.877 -2.723 -0.625 0.05
C -3.280 -2.899 -0.611 -0.14
C -3.497 -0.568 0.069 -0.01
C 3.153 -0.727 -0.279 0.02
C 4.654 3.444 2.115 -0.41
C -5.506 -1.981 -0.245 0.05
C -6.060 -3.190 -0.566 -0.12
C 0.193 -1.454 -0.355 -0.39
C 2.279 1.474 0.388 -0.35
C 2.096 0.079 0.000 -0.12
C -1.310 -1.519 -0.306 -0.11
C -3.882 -4.141 -0.940 -0.01
C 4.651 1.089 0.174 -0.07
C 4.814 5.467 0.373 -0.46
C -7.544 -3.302 -0.528 -0.48
C -4.104 -1.807 -0.259 -0.14
C -5.236 -4.288 -0.920 -0.01
C 3.829 3.309 0.833 -0.33
C 4.468 -0.196 -0.187 -0.06
C 4.527 4.115 -0.257 -0.20
C -2.142 -0.425 0.047 -0.01
H -6.154 -1.156 0.023 0.13
H 5.462 3.631 -0.549 0.11
H 5.324 -0.817 -0.405 0.11
H 5.450 2.702 2.160 0.07
H 2.986 -1.753 -0.565 0.10
H 5.628 1.541 0.258 0.12
H -5.692 -5.234 -1.171 0.11
H -8.950 -4.489 -0.861 0.13
H 5.597 6.013 -0.147 0.07
H -1.728 0.541 0.306 0.11
H -1.229 -3.548 -0.892 0.13
H 2.838 3.727 1.003 0.14
H 3.895 4.204 -1.141 0.13
H 0.158 0.536 0.216 0.11
H -3.245 -4.974 -1.209 0.12
H 3.918 6.085 0.403 0.08
H 4.025 3.328 2.996 0.08
H -4.128 0.269 0.339 0.12
```

Properties
- E_HOMO: -8.275 eV
- SMILES string: O=C(O)c1ccc2cc(C(=O)Nc3cccn([C@@H]4CCSC4)c3=O)ccc2c1
- Energy relative to the best compared isomer or geometry (same formula, charge and spin): 1.7 kJ/mol
- Gap between HOMO and LUMO: 7.906 eV
- Multiplicity: 1


Entry 2:
ORCA calculation (ωB97M-V/def2-TZVPD) on a 2-piece molecular cluster, C5H14N2 overall.

```
21
Properties=species:S:1:pos:R:3:lowdin_charge:R:1
N -1.446 1.783 0.400 0.06
N -1.765 3.177 -1.408 0.07
C 0.937 -0.287 -1.330 -0.13
C 1.260 -0.557 0.136 -0.29
C 0.858 -2.034 2.153 -0.12
C -2.032 2.044 -0.694 -0.41
C 0.605 -1.827 0.668 -0.29
H 0.275 -1.326 2.750 0.07
H 1.392 -0.993 -2.022 0.07
H -0.140 -0.270 -1.500 0.05
H 0.928 0.307 0.720 0.09
H 0.994 -2.676 0.099 0.11
H -0.461 -1.778 0.445 0.10
H 1.293 0.709 -1.600 0.07
H -0.924 3.689 -1.198 0.09
H -2.811 1.433 -1.153 0.12
H -2.079 3.223 -2.361 0.08
H 2.350 -0.613 0.245 0.11
H -1.750 0.884 0.761 0.03
H 1.910 -1.857 2.390 0.07
H 0.607 -3.033 2.500 0.06
```

Properties
- E_HOMO: -9.367 eV
- SMILES string: [H]/N=C/N.CCCC
- Energy relative to the best compared isomer or geometry (same formula, charge and spin): 35.3 kJ/mol
- Gap between HOMO and LUMO: 10.333 eV
- Multiplicity: 1


Entry 3:
ORCA calculation (ωB97M-V/def2-TZVPD) on a 12-piece molecular cluster, C32H90N2O24 overall.

```
148
Properties=species:S:1:pos:R:3:lowdin_charge:R:1
O -4.337 -6.040 0.055 -0.06
O -1.671 -6.361 6.544 -0.09
O 4.216 -1.903 -4.130 -0.07
O 2.409 5.361 1.511 -0.01
O 0.631 0.675 5.768 -0.08
O -2.050 -3.409 1.236 -0.20
O -4.827 -0.831 -3.534 -0.05
O 1.608 -0.356 2.493 -0.07
O -4.105 1.468 0.746 -0.11
O -1.983 0.041 -5.511 -0.04
O -4.986 4.541 2.559 -0.08
O 2.449 -2.468 -2.053 -0.10
O 0.028 6.250 -0.916 -0.21
O 4.812 3.071 1.073 -0.09
O 3.574 -0.223 4.580 -0.10
O 1.450 -3.347 1.033 -0.10
O 3.023 -3.716 -6.023 -0.02
O -2.065 1.896 -3.541 -0.08
O 0.089 -1.804 7.260 -0.08
O -7.078 -1.145 -1.547 -0.06
O -2.010 -4.762 -1.323 -0.07
O 5.004 4.026 -4.451 -0.15
O -2.294 -2.736 7.548 -0.08
O 0.703 0.543 -2.008 -0.18
N -0.734 -0.665 0.389 -0.03
N 1.925 4.889 -2.596 0.18
C 0.212 -1.712 5.870 -0.23
C -1.673 -2.274 1.954 -0.26
C -0.817 0.392 -4.818 -0.25
C -0.359 -0.368 5.421 -0.16
C 1.378 6.171 -2.884 -0.10
C -0.909 1.884 -4.414 -0.21
C -2.826 -5.790 -1.822 -0.25
C 3.947 3.958 0.212 -0.14
C 3.901 0.309 3.248 -0.16
C 4.842 -3.031 -4.380 -0.30
C -4.857 -0.438 -2.178 -0.25
C 2.585 4.175 0.961 -0.32
C 2.991 -0.504 2.258 -0.24
C 2.793 -3.410 -1.060 -0.18
C -1.761 -4.903 6.369 -0.20
C -3.946 2.469 1.830 -0.18
C -0.859 7.053 -0.079 -0.01
C 5.466 3.854 -3.126 -0.09
C 3.803 -4.039 -4.936 -0.27
C -2.003 -1.141 1.055 -0.15
C -5.240 3.142 2.299 -0.21
C -0.976 0.574 -0.297 -0.19
C -6.255 0.032 -1.777 -0.22
C -1.514 -4.605 1.904 -0.05
C -3.390 -6.691 -0.751 -0.26
C 1.606 -4.065 -0.233 -0.14
C -2.236 -4.147 7.654 -0.23
C 2.111 0.581 -2.174 -0.09
C 3.874 4.918 -4.433 -0.15
C 0.909 7.001 -1.594 -0.22
C 2.587 4.260 -3.752 -0.06
C 0.304 1.188 -0.883 -0.24
H 4.855 3.420 1.966 0.08
H -2.553 -4.765 5.633 0.10
H 1.134 -2.460 0.848 0.03
H -3.377 1.928 2.586 0.11
H -1.044 2.552 -5.265 0.12
H 0.265 7.757 -2.044 0.13
H -3.291 -4.407 7.743 0.11
H 5.137 2.869 -2.795 0.10
H -1.417 -2.374 7.699 0.02
H 5.291 -3.330 -3.432 0.12
H 4.480 4.882 -0.014 0.11
H 1.734 4.171 -4.425 0.15
H 4.433 -4.901 -5.153 0.11
H -4.114 0.357 -2.107 0.10
H -2.179 2.836 -3.380 0.08
H 1.479 0.445 5.382 0.04
H -0.441 -2.535 5.579 0.09
H 0.059 0.331 -5.464 0.12
H -2.668 0.201 -4.858 0.06
H 3.183 -4.283 -1.582 0.10
H -0.481 -1.407 -0.249 0.11
H 4.937 0.005 3.098 0.11
H 2.867 3.286 -3.353 0.10
H 3.324 -2.857 -6.331 0.09
H -2.644 -4.267 -0.799 0.06
H 1.774 4.063 0.243 0.08
H -0.082 2.094 -1.349 0.10
H -5.345 4.746 3.426 0.08
H 1.762 7.247 -0.961 0.13
H -6.824 -1.480 -0.684 0.08
H -3.966 -7.519 -1.164 0.12
H 5.594 -2.670 -5.081 0.13
H -1.260 -0.244 6.021 0.12
H 2.494 5.993 0.793 0.08
H -2.582 -7.110 -0.152 0.11
H 1.117 1.369 -0.179 0.12
H 2.381 -0.129 -2.955 0.09
H -2.355 -0.402 1.774 0.11
H 3.636 -2.037 -3.378 0.04
H 1.185 -2.081 5.546 0.13
H -0.245 7.783 0.449 0.10
H -4.611 1.727 -0.027 0.05
H -6.314 0.518 -0.803 0.10
H 5.206 4.621 -2.396 0.07
H 1.246 4.341 -2.086 0.14
H -1.303 6.452 0.715 0.10
H -0.649 -0.257 -3.959 0.11
H -1.343 1.307 0.422 0.12
H -2.425 -2.244 2.743 0.13
H 3.753 5.335 -5.433 0.13
H -2.084 -6.807 5.801 0.07
H 6.521 4.076 -3.291 0.11
H -2.247 -6.321 -2.578 0.12
H 0.811 -1.426 7.767 0.12
H -2.195 -4.754 2.742 0.08
H -4.587 -1.244 -1.497 0.11
H -3.333 3.326 1.549 0.10
H 2.565 1.566 -2.287 0.06
H -5.864 3.243 1.410 0.11
H 3.258 -1.559 2.330 0.11
H -5.487 -1.483 -3.782 0.09
H 2.183 6.720 -3.372 0.13
H 1.868 -5.061 0.123 0.12
H -0.659 -2.344 2.348 0.11
H -2.777 -1.434 0.345 0.12
H -1.763 -4.470 8.582 0.12
H 0.992 -0.270 1.762 0.04
H -1.587 -5.453 1.223 0.07
H 3.816 3.484 -0.761 0.07
H -3.607 -5.411 -2.481 0.12
H -0.593 -0.351 4.356 0.10
H 3.746 1.387 3.295 0.11
H 3.385 -1.159 4.483 0.07
H -5.757 2.612 3.099 0.13
H -6.578 0.869 -2.396 0.13
H -1.622 7.457 -0.744 0.10
H 3.233 -0.132 1.263 0.10
H -4.517 -6.594 0.819 0.09
H 4.183 5.831 -3.925 0.11
H 2.275 3.366 1.622 0.13
H -0.537 -4.544 2.384 0.08
H 0.506 6.206 -3.538 0.16
H -0.821 -4.565 5.932 0.09
H -0.015 2.147 -3.848 0.08
H 2.779 0.253 -1.378 0.08
H 3.170 -4.486 -4.170 0.11
H 1.583 -2.678 -2.411 0.11
H 0.606 -4.211 -0.641 0.11
H -1.739 0.463 -1.067 0.11
H 3.603 -2.967 -0.481 0.13
```

Properties
- E_HOMO (alpha / beta): -10.896 / -10.896 eV
- Expectation value of S²: 0.755
- Charge: +1
- Gap between HOMO and LUMO (alpha / beta): 8.150 / 3.006 eV
- Multiplicity: 2


Entry 4:
ORCA calculation (ωB97M-V/def2-TZVPD) on an isolated ion of composition ClIO2P and charge -1.

```
5
Properties=species:S:1:pos:R:3:lowdin_charge:R:1
I 0.813 1.839 -1.599 0.01
Cl -1.156 -0.054 0.309 0.31
P 1.171 0.080 0.284 0.17
O -2.414 -0.652 1.256 -0.86
O 1.585 -1.213 -0.250 -0.63
```

Properties
- E_HOMO (alpha / beta): -4.460 / -4.460 eV
- Charge: -1
- Energy relative to the best compared isomer or geometry (same formula, charge and spin): 498.5 kJ/mol
- Gap between HOMO and LUMO (alpha / beta): 7.439 / 7.439 eV
- Multiplicity: 1